Record 1
Molecular formula: C39H38IN8O5PtS
Method: DFT, ωB97M-V/def2-TZVPD

Atoms and positions in Å:
Pt: 0.281181 0.355165 -0.888221
N: 0.824747 -6.903652 3.127393
C: 0.539270 -5.538668 3.074081
C: 1.205027 -4.643810 3.911597
C: 0.970750 -3.283633 3.815328
C: 0.051858 -2.801960 2.896227
C: -0.623065 -3.685395 2.066658
C: -0.385244 -5.044711 2.152874
S: -0.185515 -1.056124 2.705791
O: 0.393954 -0.436731 3.869190
O: -1.597486 -0.850713 2.459542
N: 0.545870 -0.651876 1.327683
C: 1.804881 -1.024169 1.050409
N: 2.666597 -1.548864 1.939347
C: 3.895519 -1.782021 1.509360
C: 4.326037 -1.518782 0.215523
C: 3.366671 -1.025583 -0.651688
N: 2.124615 -0.795240 -0.261700
H: 1.206661 -7.230062 3.999152
H: 0.106229 -7.507970 2.765532
H: 1.922885 -5.022183 4.631065
H: 1.488250 -2.579589 4.451664
H: -1.352576 -3.300178 1.367224
H: -0.916934 -5.732218 1.504018
H: 4.577783 -2.201101 2.244416
H: 5.341731 -1.694015 -0.104382
H: 3.591027 -0.818083 -1.692636
C: 0.801795 5.554164 2.689988
C: 1.670548 4.476096 2.095851
C: 2.502427 3.737581 2.921427
C: 3.287150 2.726398 2.388557
C: 3.204337 2.419056 1.047550
C: 2.343950 3.128375 0.204640
N: 2.160818 2.695085 -1.129601
C: 3.256064 2.279715 -1.934341
C: 4.518557 2.801404 -1.619454
C: 5.661054 2.418637 -2.291204
C: 5.562098 1.524160 -3.345789
C: 4.309751 1.074937 -3.718910
C: 3.134601 1.424128 -3.044030
C: 1.858071 0.824781 -3.689452
O: 1.998596 0.428106 -4.848161
O: 0.765762 0.744094 -3.042976
C: 1.613859 4.205770 0.720101
C: 0.785691 5.094872 -0.166162
H: 0.902091 5.565848 3.774687
H: -0.249825 5.381840 2.449936
H: 1.060143 6.547255 2.314243
H: 2.522106 3.939831 3.985266
H: 3.936378 2.143390 3.029324
H: 3.785729 1.597721 0.651172
H: 1.384604 3.096900 -1.638607
H: 4.592656 3.521770 -0.817086
H: 6.619208 2.833909 -2.001446
H: 6.444124 1.201490 -3.885029
H: 4.185841 0.428396 -4.575641
H: 1.101924 5.045851 -1.206799
H: 0.876076 6.134318 0.152338
H: -0.275929 4.839975 -0.142035
C: -5.592642 2.489498 -2.945784
C: -5.325129 1.452962 -1.888864
C: -5.011501 1.807497 -0.581747
C: -4.737190 0.848275 0.378340
C: -4.780136 -0.504559 0.058811
N: -4.528359 -1.426892 1.096065
C: -4.429208 -2.793749 1.073953
O: -4.833246 -3.480690 1.993796
N: -3.845034 -3.399421 -0.029495
C: -2.782396 -2.969503 -0.848881
C: -2.433797 -3.764814 -1.934252
C: -1.327443 -3.435297 -2.695803
C: -0.596253 -2.310562 -2.356044
N: -0.942477 -1.547829 -1.324356
C: -2.006549 -1.842923 -0.586222
C: -5.107001 -0.876520 -1.241523
C: -5.364587 0.097636 -2.193705
H: -5.637304 3.487376 -2.511395
H: -6.536710 2.292809 -3.458399
H: -4.796276 2.492871 -3.691708
H: -4.944784 2.855700 -0.316314
H: -4.464972 1.147523 1.384118
H: -4.682327 -1.085130 2.031616
H: -3.948701 -4.399962 0.036373
H: -3.019015 -4.649295 -2.160414
H: -1.033084 -4.042281 -3.540544
H: 0.270260 -1.988619 -2.920604
H: -2.183815 -1.212086 0.276532
H: -5.171264 -1.919503 -1.515106
H: -5.603948 -0.212369 -3.204984
I: -1.508900 3.091691 -2.527391
C: -1.480220 1.480405 -1.073277
H: -2.287204 0.848081 -1.442498
H: -1.819809 1.955982 -0.154056

Force components x, y, z for each atom (eV/Å):
-0.3 0.3 -0.1
0.1 0.0 -0.1
0.0 0.0 0.0
0.0 0.0 0.0
-0.1 0.0 0.1
0.1 0.0 -0.2
-0.1 0.0 0.1
0.0 0.0 0.0
0.0 0.1 0.0
0.0 0.1 0.0
0.0 0.0 0.0
0.0 -0.4 0.2
0.0 0.1 0.0
0.0 0.0 0.0
0.0 0.0 -0.1
0.0 0.0 0.1
0.0 0.0 -0.2
-0.1 0.3 0.3
0.0 0.0 0.0
0.0 0.0 0.0
0.0 0.0 0.0
0.0 0.0 0.0
0.0 0.0 0.0
0.0 0.0 0.0
0.0 0.0 0.0
0.0 0.0 0.0
0.0 0.0 0.0
0.0 0.0 0.0
0.0 0.0 0.0
0.0 0.0 0.0
0.0 0.0 0.0
-0.1 -0.2 0.0
-0.2 0.0 -0.2
0.2 -0.1 0.0
-0.1 0.2 0.0
0.0 -0.1 0.0
0.0 0.0 0.0
0.0 -0.1 0.0
0.0 0.0 0.0
-0.1 0.0 -0.1
0.0 -0.2 -0.1
0.0 0.0 0.0
0.2 0.1 0.1
0.1 0.1 0.0
-0.1 0.0 0.0
0.0 0.0 0.0
0.0 0.0 0.0
0.0 0.0 0.0
0.0 0.0 0.0
0.0 0.0 0.0
0.0 -0.1 0.0
-0.1 -0.2 0.1
0.0 0.0 0.0
0.0 0.0 0.0
0.0 0.0 0.0
0.0 0.0 0.0
0.0 0.0 0.0
0.0 0.0 0.0
0.0 0.0 0.0
0.0 0.0 0.0
0.0 0.0 0.0
0.0 0.0 0.0
0.1 0.0 0.0
0.0 0.0 0.0
0.0 0.0 -0.1
0.1 0.1 0.1
0.0 0.0 0.0
-0.1 0.0 -0.1
0.0 0.0 0.1
0.0 0.0 0.0
0.0 0.0 0.0
0.0 0.1 -0.2
0.2 0.2 -0.2
0.1 -0.1 0.2
0.0 0.0 0.0
0.0 0.0 0.0
0.0 0.0 0.0
0.0 0.0 0.0
0.0 0.0 0.0
0.0 0.0 0.0
0.0 0.0 0.0
0.0 0.0 0.0
0.0 0.0 0.0
0.0 0.0 0.0
0.0 0.0 0.0
0.0 0.0 0.0
0.0 0.1 0.0
0.0 0.0 0.0
0.0 0.0 0.0
0.0 0.0 0.0
0.2 -0.2 0.1
-0.1 0.0 0.0
0.0 0.0 0.0

Properties
Lowest unoccupied orbital energy (alpha / beta)   2.3 / 2.3 eV
Calculated total energy   -3138.53543 a.u.
Max |F|   0.5 eV Å⁻¹
2S+1   3
Net charge   -1
Relative energy (zero: lowest compared OMol25 entry of this formula, charge and spin)   145.6 kJ/mol

---

Record 2
Molecular formula: C39H38N2NaO7S2
Method: DFT, ωB97M-V/def2-TZVPD

Atoms and positions in Å:
C: -4.025649 5.069785 4.522157
C: -3.372477 3.601066 4.699887
O: -4.149361 2.656133 4.966714
O: -1.974164 3.506432 4.498726
C: -1.498811 2.140059 4.582782
C: -1.566464 1.432723 3.138628
C: -2.690117 0.424786 2.720375
C: -2.703767 -0.279590 1.315735
C: -3.844989 -1.329533 0.963051
C: -3.342728 -2.777196 0.600819
C: -4.281052 -3.955528 0.270772
C: -5.813484 -3.673104 0.275564
C: -6.317695 -2.240549 0.595027
C: -5.362736 -1.044103 0.958040
C: -1.601623 -0.008943 0.231326
O: -1.558966 -0.646836 -1.044437
C: -2.338234 0.050979 -2.018925
O: -1.713347 0.610540 -2.960082
C: -3.924328 0.138898 -2.051479
C: -4.620878 1.488678 -1.773512
C: -6.170550 1.523104 -1.866652
C: -6.937439 0.218642 -2.217465
C: -6.250163 -1.151537 -2.475253
C: -4.690172 -1.178480 -2.390992
C: -0.474545 1.005431 0.648471
C: -0.463756 1.694393 2.065553
S: 1.004664 2.817428 2.357293
C: 2.367537 1.840244 1.529571
C: 3.801066 1.705445 2.099072
C: 4.791920 0.815352 1.303060
C: 4.396738 0.066691 -0.024467
C: 5.433161 -0.896963 -0.813643
C: 5.700707 -2.152083 0.193355
C: 4.432526 -3.111853 0.370761
C: 4.418943 -4.421020 -0.560550
N: 5.753254 -4.874904 -1.041903
C: 6.848744 -5.537426 -0.382428
C: 8.033105 -5.712490 -1.457384
C: 7.490663 -5.086501 -2.799812
C: 6.070575 -4.610578 -2.419788
C: 2.955178 0.252386 -0.610525
C: 1.934758 1.149251 0.180747
N: 0.577269 1.262759 -0.390013
C: 0.289745 2.625333 -0.944949
C: 0.593552 2.794958 -2.510370
C: -0.379406 3.991227 -3.036201
S: -0.001636 5.632035 -2.257924
O: 1.431098 5.763888 -1.785701
O: -0.176908 6.685124 -3.343978
O: -1.066645 6.062527 -1.030677
H: -3.186706 5.851893 4.379253
H: -4.734648 5.093569 3.613011
H: -4.567833 5.333584 5.495537
H: -1.960524 1.518499 5.417538
H: -0.370001 2.211074 4.827768
H: -3.507641 0.167462 3.470515
H: -2.210168 -2.980432 0.585381
H: -3.914164 -5.007245 0.028358
H: -6.513248 -4.550199 0.038695
H: -7.439551 -2.027463 0.577133
H: -5.749942 -0.002479 1.222449
H: -3.989103 2.414854 -1.514090
H: -6.669463 2.535468 -1.689670
H: -8.081957 0.246320 -2.282711
H: -6.783098 -2.121162 -2.729454
H: -4.153276 -2.163466 -2.577132
H: 4.093938 2.213390 3.072643
H: 5.873189 0.616126 1.649777
H: 4.932726 -1.357837 -1.740586
H: 6.406448 -0.367756 -1.086287
H: 5.880341 -1.660982 1.226909
H: 6.679703 -2.674592 -0.074464
H: 3.489691 -2.502021 0.086414
H: 4.249250 -3.425248 1.468662
H: 3.698535 -4.313266 -1.437543
H: 3.997369 -5.280967 0.090079
H: 6.870827 -5.863755 0.722456
H: 9.048779 -6.204774 -1.289216
H: 8.006143 -5.009703 -3.806739
H: 5.470549 -4.127517 -3.253204
H: 2.597639 -0.246028 -1.577112
H: 0.976112 3.382206 -0.397087
H: -0.784254 2.981027 -0.701200
H: 0.483098 1.845668 -3.130929
H: 1.670391 3.176440 -2.693874
H: -0.243285 4.082186 -4.164697
H: -1.485184 3.772079 -2.837549
H: -1.747734 5.370409 -0.872208
Na: 8.653941 -5.262443 1.004795

Force components x, y, z for each atom (eV/Å):
1.6 0.1 0.1
-2.6 -0.6 0.1
3.4 2.5 -0.9
-2.6 -0.8 0.7
1.8 -1.3 -1.0
-0.3 -1.9 -3.1
2.7 0.8 -2.3
1.0 1.1 0.2
-1.4 -2.4 -0.5
-2.6 0.0 -0.1
-1.8 4.0 0.9
2.6 2.7 0.7
2.8 -0.5 0.2
1.8 -3.8 -0.7
0.2 2.1 4.5
-1.5 1.7 1.0
1.2 2.4 -3.5
-2.2 -2.3 3.7
-2.3 -0.8 0.5
-1.9 -3.3 -1.0
2.4 -3.0 -0.6
2.4 -0.3 0.2
3.2 3.8 0.8
-2.4 3.2 0.6
-2.3 -1.5 1.4
-1.7 -2.2 -1.3
0.0 -1.9 -0.6
1.2 -1.9 -2.1
-1.1 -2.1 -3.5
-2.6 -0.2 -1.5
-2.5 2.1 0.6
-1.1 -0.6 1.4
0.2 1.1 1.0
-0.5 0.4 -0.3
-1.0 -0.8 1.8
2.1 -0.2 -2.8
1.7 0.4 -3.8
-4.4 2.0 -0.4
-2.6 -0.4 5.3
4.6 -1.7 -0.2
0.9 1.9 3.8
3.7 -1.0 0.8
-0.7 0.7 2.5
1.1 1.8 -0.4
0.1 1.2 0.3
-0.2 -1.9 0.0
4.0 5.6 -3.1
-4.2 -1.8 0.0
-0.9 -3.4 2.9
0.7 -1.8 -1.2
-1.4 -1.3 0.1
1.1 -0.3 1.6
0.6 -0.6 -1.5
0.1 1.0 -1.4
-1.8 0.1 -0.4
1.2 0.4 -1.2
-2.0 0.5 0.1
-0.4 1.8 0.4
1.0 1.7 0.4
1.8 -0.4 0.0
0.5 -1.8 -0.5
-1.2 -1.7 -0.5
0.5 -1.9 -0.3
2.0 0.1 0.1
0.6 1.7 0.4
-0.6 1.6 0.4
-0.5 -0.8 -1.6
-2.0 0.6 -0.4
0.7 1.1 1.2
-1.4 -0.7 0.4
-0.2 -0.9 -1.6
-1.4 0.4 0.2
1.5 -0.9 0.5
0.6 0.5 -1.8
1.4 -0.1 1.0
0.6 1.3 -1.2
-1.4 0.3 -2.3
-1.7 0.6 -0.3
-0.9 -0.2 1.7
0.1 -0.6 2.0
0.7 0.8 1.6
-1.2 -1.0 -0.9
1.6 -1.1 -0.5
-0.4 1.3 1.0
-1.7 -0.6 0.5
-0.1 0.6 1.7
1.5 0.2 -0.2
0.6 0.5 -0.2
1.2 0.5 0.4

Properties
Lowest unoccupied orbital energy   -4.4 eV
Calculated total energy   -3102.78871 a.u.
Max |F|   7.6 eV Å⁻¹
Net charge   +1